Record 1
C15H25Cl2NO2PSc | wB97M-V/def2-TZVPD

Results
**HOMO**: -15.1 eV
**E_LUMO**: -0.354 Ha
**Total charge**: +2
**Orbital gap**: 0.202 Eh

Last column: Mulliken charge in e.
Element x y z (Å)
1 C -2.788 -3.258 -5.038  -0.932
2 C -2.188 -2.182 -4.180  0.668
3 H -2.010 -3.964 -5.331  0.287
4 H -3.248 -2.801 -5.920  0.328
5 H -3.581 -3.765 -4.480  0.319
6 O -1.058 -2.058 -3.833  -0.460
7 Cl -3.455 -0.965 -3.661  -0.201
8 Sc 0.000 0.000 0.000  -0.518
9 P -0.819 -1.569 1.496  1.259
10 C 0.394 -2.504 2.502  -1.259
11 C -1.960 -0.870 2.747  -1.198
12 H -2.614 -2.404 0.128  0.381
13 H -2.255 -3.554 1.457  0.409
14 H -1.188 -3.458 0.024  0.382
15 C -1.821 -2.884 0.707  -1.221
16 H -2.753 -0.334 2.219  0.329
17 H -2.390 -1.658 3.374  0.471
18 H -0.109 -3.211 3.169  0.418
19 H 0.988 -1.804 3.096  0.369
20 H -1.415 -0.158 3.373  0.373
21 H 1.072 -3.048 1.838  0.410
22 C 1.738 -0.325 0.433  0.317
23 O 2.856 -0.533 0.711  -0.131
24 Cl -2.278 0.426 -0.567  -0.339
25 C 2.159 4.006 -1.198  -0.792
26 N 2.532 2.695 -0.632  0.254
27 C 3.903 2.353 -1.054  -0.791
28 C 2.463 2.720 0.846  -1.221
29 C 1.059 2.935 1.371  0.997
30 C 0.847 4.109 2.127  -0.735
31 C -0.397 4.403 2.669  -0.645
32 C -1.456 3.531 2.475  -1.024
33 C -1.273 2.364 1.737  -0.032
34 C -0.031 2.028 1.161  0.668
35 H 2.825 4.812 -0.816  0.373
36 H 1.109 4.262 -0.941  0.348
37 H 2.230 3.984 -2.307  0.389
38 H 1.881 1.968 -1.008  0.165
39 H 4.638 3.102 -0.681  0.386
40 H 4.195 1.354 -0.665  0.306
41 H 3.971 2.310 -2.163  0.377
42 H 2.859 1.793 1.293  0.366
43 H 3.147 3.517 1.222  0.523
44 H 1.655 4.809 2.303  0.364
45 H -0.540 5.308 3.247  0.416
46 H -2.425 3.754 2.902  0.428
47 H -2.125 1.724 1.631  0.418

=====

Record 2
C15H25ClCuN4O5 | wB97M-V/def2-TZVPD

Results
**Multiplicity**: 2
**HOMO (alpha / beta)**: -14.6 / -14.6 eV
**E_LUMO (alpha / beta)**: -0.213 / -0.244 Ha
**Total charge**: +2
**Orbital gap (alpha / beta)**: 0.325 / 0.293 Eh
**Expectation value of S²**: 0.75
**Energy above the lowest of the compared OMol25 structures with the same formula, charge and spin**: 20.8 kcal per mole

Last column: Mulliken spin population.
Element x y z (Å)
1 Cu -1.366 0.924 0.867  0.664
2 O -1.912 3.853 3.759  0.004
3 C -1.463 2.929 2.954  -0.009
4 O -2.181 2.140 2.354  0.039
5 C 0.044 2.903 2.882  -0.001
6 O 0.484 1.970 1.920  0.007
7 C 1.161 2.542 0.782  -0.010
8 C 0.246 2.780 -0.422  0.005
9 O 0.714 3.338 -1.381  0.014
10 O -0.979 2.330 -0.318  0.120
11 H -2.883 3.852 3.798  0.000
12 H 0.417 2.624 3.872  0.001
13 H 0.400 3.914 2.677  0.001
14 H 1.941 1.839 0.492  0.003
15 H 1.643 3.481 1.048  0.000
16 N 1.508 -2.974 -0.212  0.000
17 C 0.230 -2.208 0.064  0.002
18 C -0.385 -2.673 1.378  0.005
19 C -1.755 -2.034 1.653  -0.008
20 N -1.624 -0.632 2.149  0.072
21 C -2.672 -2.071 0.428  0.002
22 C -1.995 -1.612 -0.863  -0.003
23 N -1.673 -0.164 -0.827  0.111
24 C -0.716 -2.410 -1.105  0.004
25 H 2.188 -2.882 0.547  0.000
26 H 1.949 -2.620 -1.068  0.000
27 H 1.320 -3.973 -0.341  0.000
28 H 0.538 -1.163 0.115  -0.006
29 H 0.291 -2.482 2.218  -0.001
30 H -0.543 -3.755 1.337  0.000
31 H -2.216 -2.626 2.445  0.000
32 H -0.910 -0.585 2.874  -0.003
33 H -2.494 -0.390 2.622  -0.003
34 H -3.563 -1.468 0.619  0.002
35 H -3.023 -3.096 0.289  -0.001
36 H -2.673 -1.806 -1.695  0.003
37 H -2.410 0.373 -1.279  -0.005
38 H -0.811 0.046 -1.350  -0.005
39 H -0.246 -2.087 -2.036  0.000
40 H -0.977 -3.469 -1.199  0.000
41 Cl 5.048 0.047 -1.810  0.000
42 C 3.466 0.372 -2.404  0.000
43 C 3.259 0.981 -3.633  0.000
44 C 1.956 1.217 -4.026  0.000
45 C 0.915 0.831 -3.194  0.000
46 N 1.108 0.237 -2.014  -0.001
47 C 2.371 0.031 -1.632  0.000
48 H 4.099 1.269 -4.252  0.000
49 H 1.741 1.707 -4.965  0.000
50 H -0.112 1.031 -3.477  0.000
51 H 2.543 -0.380 -0.639  0.000

=====

Record 3
C15H25ClN3O4 | wB97M-V/def2-TZVPD

Results
**HOMO**: -10.6 eV
**E_LUMO**: -0.182 Ha
**Total charge**: +1
**Orbital gap**: 0.208 Eh

Last column: Mulliken charge in e.
Element x y z (Å)
1 N 1.022 -5.353 2.185  -0.516
2 C 0.637 -4.348 1.079  0.535
3 N 0.195 -4.882 -0.101  -0.272
4 N 0.846 -2.894 1.417  -0.002
5 Cl 2.491 -2.545 1.822  0.014
6 C 0.298 -1.941 0.386  0.188
7 C -1.254 -1.424 0.699  0.245
8 O -1.500 -0.087 0.614  -0.491
9 C -2.498 -2.393 1.145  0.254
10 C -3.783 -2.488 0.085  -0.381
11 C -5.153 -3.391 0.409  -0.390
12 C -5.216 -4.221 1.825  -0.305
13 C -3.950 -4.136 2.869  -0.396
14 C -2.588 -3.242 2.559  -0.277
15 H 0.660 -6.313 1.950  0.292
16 H 0.545 -4.999 3.064  0.307
17 H 0.215 -4.440 -1.045  0.261
18 H -0.128 -5.896 -0.070  0.263
19 H 0.380 -2.293 -0.726  0.188
20 H 0.963 -0.952 0.463  -0.173
21 H -3.822 -1.890 -0.937  0.299
22 H -6.076 -3.441 -0.333  0.312
23 H -6.179 -4.850 2.122  0.304
24 H -4.013 -4.732 3.903  0.283
25 H -1.686 -3.159 3.309  0.411
26 C 3.356 6.038 -1.968  -0.827
27 O 2.370 5.377 -1.186  -0.287
28 C 1.042 5.562 -1.669  -0.561
29 C 0.259 4.240 -1.672  -0.190
30 O 0.697 3.264 -2.621  -0.486
31 C 1.998 2.696 -2.417  -0.358
32 C 2.146 1.818 -1.168  -0.217
33 O 2.071 2.596 0.028  -0.338
34 C 1.235 2.022 1.021  -0.619
35 H 3.441 7.080 -1.652  0.303
36 H 4.311 5.535 -1.797  0.236
37 H 3.134 5.979 -3.039  0.390
38 H 1.035 5.983 -2.683  0.341
39 H 0.549 6.271 -0.998  0.392
40 H -0.774 4.475 -1.950  0.447
41 H 0.203 3.810 -0.673  -0.008
42 H 2.765 3.468 -2.464  0.092
43 H 2.174 2.054 -3.290  0.428
44 H 3.132 1.344 -1.181  0.393
45 H 1.382 1.029 -1.186  0.117
46 H 0.321 1.610 0.592  0.275
47 H 0.957 2.811 1.721  0.301
48 H 1.786 1.247 1.561  0.222

=====

Record 4
C15H25EuN5O5 | wB97M-V/def2-TZVPD

Results
**Multiplicity**: 7
**HOMO (alpha / beta)**: -8.7 / -11.1 eV
**E_LUMO (alpha / beta)**: -0.135 / -0.185 Ha
**Total charge**: +1
**Orbital gap (alpha / beta)**: 0.184 / 0.223 Eh
**Expectation value of S²**: 12.10

Last column: Mulliken spin population.
Element x y z (Å)
1 O -2.943 -2.702 -3.158  1.001
2 H -3.000 -1.753 -2.913  -0.022
3 Eu -0.242 -0.370 -0.099  4.104
4 N 1.785 0.452 -0.983  0.229
5 N 0.308 1.956 0.615  0.234
6 O 2.556 -0.498 -1.806  0.011
7 O -0.623 2.785 1.396  0.012
8 C 2.273 1.656 -0.708  0.206
9 C 1.432 2.510 0.172  0.227
10 C 3.585 2.113 -1.220  -0.020
11 C 1.849 3.885 0.542  -0.001
12 H 3.894 1.514 -2.071  0.006
13 H 4.317 2.022 -0.419  0.017
14 H 3.481 3.153 -1.514  0.003
15 H 1.311 4.226 1.422  0.005
16 H 1.638 4.542 -0.301  0.014
17 H 2.918 3.871 0.740  0.004
18 H 1.885 -1.125 -2.163  0.003
19 H -1.404 2.191 1.508  0.003
20 O 1.330 -0.456 1.888  0.015
21 H 1.402 -1.042 1.099  -0.013
22 H 0.820 0.393 1.793  -0.009
23 C -1.400 0.805 -1.607  -0.034
24 H -1.954 0.514 -2.501  0.003
25 H -0.482 1.405 -1.748  0.007
26 H -2.015 1.199 -0.766  -0.012
27 O 0.683 -2.427 -4.057  0.000
28 H -0.233 -2.803 -4.082  -0.001
29 H 0.561 -1.555 -3.605  0.001
30 N -0.885 -2.544 1.620  -0.001
31 C -1.919 -2.684 0.641  -0.002
32 C -2.899 -3.664 0.721  -0.001
33 C -4.108 -3.404 0.088  -0.009
34 C -4.296 -2.211 -0.596  -0.010
35 C -3.271 -1.301 -0.679  0.027
36 N -2.093 -1.642 -0.165  0.003
37 C -1.295 -1.611 2.648  -0.005
38 C -1.758 -2.106 3.869  -0.001
39 C -2.231 -1.202 4.804  0.001
40 C -2.215 0.156 4.508  -0.001
41 C -1.758 0.583 3.283  -0.001
42 N -1.390 -0.310 2.331  0.001
43 H -0.749 -3.451 2.044  0.000
44 H -2.752 -4.494 1.398  0.000
45 H -4.915 -4.125 0.132  0.001
46 H -5.219 -1.953 -1.079  0.001
47 H -3.377 -0.338 -1.170  0.006
48 H -1.752 -3.173 4.031  0.000
49 H -2.579 -1.540 5.769  0.000
50 H -2.513 0.906 5.227  0.000
51 H -1.670 1.659 3.130  0.000

=====

Record 5
C15H25F4HfNNbO | wB97M-V/def2-TZVPD

Results
**HOMO**: -16.7 eV
**E_LUMO**: -0.480 Ha
**Total charge**: +3
**Orbital gap**: 0.135 Eh

Last column: Mulliken charge in e.
Element x y z (Å)
1 C 5.018 0.758 0.528  -1.031
2 C 3.580 -0.009 0.703  0.231
3 C 3.430 -1.384 -0.213  -0.652
4 C 2.414 -2.501 0.425  -0.465
5 C 0.877 -2.453 -0.232  -0.256
6 C 0.408 -0.883 -0.158  -0.147
7 Nb -1.816 -0.517 -0.488  -0.978
8 C -1.985 0.836 1.344  -0.233
9 O -2.069 2.276 1.051  -0.207
10 C -3.208 2.920 1.723  -0.594
11 C -1.383 1.269 -1.911  0.751
12 C -0.105 2.202 -1.499  0.025
13 C 0.208 3.501 -2.504  -0.420
14 C -0.787 3.673 -3.835  -0.234
15 C -1.966 2.549 -4.008  -0.052
16 N -2.293 1.400 -3.096  -0.305
17 C -2.434 -2.389 0.732  0.284
18 F -3.923 -2.323 0.979  -0.285
19 F -2.234 -3.663 -0.041  -0.295
20 C -1.733 -2.395 2.214  0.572
21 F -2.759 -2.024 3.234  -0.213
22 F -1.392 -3.838 2.504  0.286
23 H 4.883 1.935 0.586  0.316
24 H 5.540 0.527 -0.494  0.322
25 H 5.705 0.446 1.422  0.268
26 H 3.395 -0.236 1.851  0.270
27 H 2.736 0.779 0.401  -0.370
28 H 4.529 -1.793 -0.380  0.409
29 H 3.046 -1.058 -1.288  0.314
30 H 2.256 -2.260 1.577  0.209
31 H 2.853 -3.592 0.272  0.334
32 H 0.242 -3.194 0.413  -0.124
33 H 0.894 -2.747 -1.388  0.335
34 H 0.694 -0.372 0.880  0.102
35 H 0.986 -0.325 -1.041  0.331
36 H -3.623 -0.244 -0.746  0.194
37 H -1.881 -1.581 -1.981  0.243
38 H -0.990 0.668 1.982  0.276
39 H -2.857 0.412 2.003  0.423
40 H -3.627 2.345 2.653  0.305
41 H -4.000 3.178 0.901  0.288
42 H -2.804 3.968 2.124  0.274
43 H 0.575 2.044 -0.536  0.227
44 H 1.083 4.266 -2.298  0.366
45 H -0.602 4.581 -4.585  0.352
46 H -2.648 2.661 -4.982  0.359
47 H -0.732 -1.795 2.296  0.079
48 Hf -1.500 -5.613 2.906  1.114